{
  "formula": "C50H136B4ClF16N9O16",
  "method": "ωB97M-V/def2-TZVPD",
  "total_charge": 4,
  "gap_ev": 8.659,
  "elements": ["C", "O", "C", "C", "N", "H", "H", "C", "C", "O", "C", "H", "H", "H", "H", "H", "H", "H", "H", "H", "H", "H", "H", "H", "H", "C", "O", "C", "C", "N", "H", "H", "C", "C", "O", "C", "H", "H", "H", "H", "H", "H", "H", "H", "H", "H", "H", "H", "H", "H", "C", "O", "C", "C", "N", "H", "H", "C", "C", "O", "C", "H", "H", "H", "H", "H", "H", "H", "H", "H", "H", "H", "H", "H", "H", "C", "O", "C", "C", "N", "H", "H", "C", "C", "O", "C", "H", "H", "H", "H", "H", "H", "H", "H", "H", "H", "H", "H", "H", "H", "C", "O", "C", "C", "N", "H", "H", "C", "C", "O", "C", "H", "H", "H", "H", "H", "H", "H", "H", "H", "H", "H", "H", "H", "H", "C", "O", "C", "C", "N", "H", "H", "C", "C", "O", "C", "H", "H", "H", "H", "H", "H", "H", "H", "H", "H", "H", "H", "H", "H", "C", "O", "C", "C", "N", "H", "H", "C", "C", "O", "C", "H", "H", "H", "H", "H", "H", "H", "H", "H", "H", "H", "H", "H", "H", "C", "C", "C", "O", "C", "N", "H", "H", "H", "H", "H", "H", "H", "H", "H", "H", "H", "H", "C", "C", "C", "O", "C", "N", "H", "H", "H", "H", "H", "H", "H", "H", "H", "H", "H", "H", "B", "F", "F", "F", "F", "B", "F", "F", "F", "F", "B", "F", "F", "F", "F", "B", "F", "F", "F", "F", "Cl"],
  "coordinates": [[-0.51951, 0.05271, 0.35919], [-1.39331, 0.77533, 1.29517], [-0.63965, 1.00509, 2.44553], [-1.12806, 2.31234, 3.06580], [-1.25316, 3.49222, 2.09872], [-0.86973, 3.18229, 1.24809], [-2.23144, 3.60628, 1.87540], [-0.58071, 4.85912, 2.35627], [-1.27559, 5.94564, 1.48233], [-2.35303, 6.50533, 2.20761], [-2.39222, 7.93145, 2.20142], [-0.11002, -0.77793, 0.86537], [0.30406, 0.72389, -0.00331], [-1.06230, -0.30799, -0.56770], [0.39911, 1.12324, 2.25581], [-0.88106, 0.31369, 3.29033], [-0.57709, 2.69315, 3.98074], [-2.15135, 2.16360, 3.35447], [0.49359, 4.71277, 2.10463], [-0.69560, 5.09831, 3.37639], [-1.60482, 5.53483, 0.49666], [-0.54477, 6.68113, 1.19009], [-2.63978, 8.30190, 1.25076], [-1.44295, 8.36595, 2.51571], [-3.17948, 8.29039, 2.82724], [-4.02589, -3.84133, 2.84365], [-4.50927, -2.80771, 1.96762], [-3.52705, -2.12463, 1.19625], [-4.27008, -0.88359, 0.65016], [-4.63772, -0.08051, 1.80648], [-5.12956, -0.84415, 2.36436], [-3.81953, 0.04004, 2.43562], [-5.42346, 1.16766, 1.72547], [-4.69567, 2.43000, 1.22565], [-3.88788, 3.09877, 2.19652], [-4.54054, 4.17637, 2.85830], [-3.35492, -3.53049, 3.63689], [-3.50330, -4.54804, 2.24382], [-4.96981, -4.28409, 3.27849], [-3.10580, -2.73461, 0.44994], [-2.65634, -1.89472, 1.79134], [-5.22125, -1.12150, 0.17907], [-3.61011, -0.27666, -0.00321], [-5.67579, 1.28907, 2.80706], [-6.39967, 0.92570, 1.25843], [-5.39665, 3.14157, 0.87461], [-4.09297, 2.25907, 0.34729], [-3.97084, 4.42023, 3.78428], [-5.51616, 3.83055, 3.26432], [-4.61830, 5.06327, 2.24069], [3.23643, -3.79440, -10.83049], [4.00343, -4.31654, -9.73645], [4.43339, -3.29507, -8.86093], [5.39634, -3.98211, -7.86466], [4.73602, -4.93155, -6.87724], [5.44531, -5.08696, -6.16714], [4.03532, -4.40404, -6.38442], [4.02639, -6.18371, -7.22445], [5.00038, -7.22333, -7.61146], [5.92194, -7.39309, -6.53771], [7.18741, -7.67875, -7.00844], [2.52421, -3.01800, -10.48076], [2.53286, -4.59005, -11.17468], [3.85625, -3.27630, -11.57560], [3.60008, -2.74414, -8.35242], [4.97296, -2.48137, -9.47103], [5.85651, -3.21340, -7.28049], [6.16545, -4.60114, -8.27609], [3.28208, -5.95950, -7.97522], [3.54957, -6.40162, -6.30394], [5.65506, -6.93036, -8.48024], [4.49652, -8.19220, -7.83896], [7.82178, -7.69118, -6.12031], [7.61001, -7.04337, -7.73557], [7.12157, -8.73852, -7.37811], [3.24679, -0.57378, 1.50747], [2.50300, -0.99128, 0.39071], [3.39436, -1.38447, -0.62617], [3.02921, -2.67231, -1.26751], [1.76847, -2.76039, -2.07258], [1.92018, -3.47694, -2.84411], [1.02877, -3.10830, -1.41905], [1.34742, -1.53021, -2.73849], [-0.03394, -1.54850, -3.39832], [-0.97419, -1.95305, -2.46161], [-2.19126, -2.51239, -3.00830], [2.40203, -0.39836, 2.19860], [3.70072, 0.41490, 1.34014], [4.00155, -1.30485, 1.87812], [4.39255, -1.69825, -0.20298], [3.61974, -0.62591, -1.34996], [2.94955, -3.49736, -0.52443], [3.80740, -2.96298, -1.98841], [2.14878, -1.28719, -3.45210], [1.30906, -0.77954, -2.01488], [-0.17861, -2.14968, -4.27852], [-0.21727, -0.44632, -3.65540], [-1.85239, -3.34552, -3.69518], [-2.73922, -1.85671, -3.71415], [-2.83105, -2.96806, -2.27293], [0.24999, -9.70107, 4.00350], [-0.47861, -9.15664, 2.93692], [-1.26370, -10.18745, 2.38603], [-2.06732, -9.58541, 1.22637], [-1.13424, -8.85247, 0.28313], [-1.69049, -8.33740, -0.43609], [-0.68685, -8.04780, 0.77992], [-0.02701, -9.55200, -0.42920], [0.09320, -8.87721, -1.75174], [-1.21872, -9.00510, -2.41734], [-1.24198, -8.66604, -3.77340], [1.07401, -10.29983, 3.63731], [-0.33648, -10.37472, 4.67779], [0.50504, -8.84909, 4.59065], [-2.04337, -10.43158, 3.10498], [-0.66085, -11.10180, 2.13110], [-2.83008, -8.85568, 1.44427], [-2.64878, -10.31173, 0.59696], [-0.38081, -10.55133, -0.63411], [0.82555, -9.53697, 0.21705], [0.81177, -9.42090, -2.40040], [0.42575, -7.81987, -1.84850], [-0.51042, -9.24761, -4.36372], [-1.05602, -7.59782, -4.04613], [-2.20405, -8.92468, -4.17571], [0.33983, 5.30658, -3.17275], [1.40478, 6.24571, -2.84143], [1.49596, 6.53760, -1.50235], [2.90528, 7.08819, -1.36914], [3.93262, 6.11086, -1.78031], [4.58194, 5.83921, -1.03602], [3.39123, 5.31463, -2.16061], [4.81451, 6.60767, -2.90216], [5.94586, 5.54218, -3.13692], [6.41402, 5.11674, -1.90657], [7.88333, 4.97452, -1.79658], [0.45234, 5.13444, -4.23507], [-0.57075, 5.87673, -3.06008], [0.46754, 4.33713, -2.60353], [1.49519, 5.55712, -0.98035], [0.71671, 7.27617, -1.13045], [3.12553, 7.41857, -0.30369], [2.90592, 7.98629, -2.01364], [5.18078, 7.56002, -2.48892], [4.21467, 6.85291, -3.72604], [6.75539, 6.02901, -3.71568], [5.54761, 4.77748, -3.77844], [8.17725, 4.72991, -0.78132], [8.40935, 5.83726, -2.17640], [8.14967, 4.16455, -2.52366], [-8.00934, -3.22216, 7.47562], [-8.11473, -1.81633, 7.86832], [-8.08266, -0.84589, 6.85822], [-8.17605, 0.49744, 7.52929], [-7.01239, 0.70485, 8.53006], [-7.04873, 1.54373, 9.14612], [-6.91361, -0.04047, 9.23436], [-5.61716, 0.74463, 7.77590], [-4.46983, 1.47602, 8.55626], [-4.91728, 1.77245, 9.87674], [-4.17067, 2.79026, 10.50583], [-8.87320, -3.47240, 6.84127], [-8.00841, -3.72302, 8.41967], [-7.11381, -3.52283, 6.99447], [-8.82311, -0.84956, 6.04555], [-7.15969, -0.93962, 6.34304], [-9.08415, 0.67251, 8.14998], [-8.07317, 1.30021, 6.79296], [-5.77660, 1.23484, 6.81526], [-5.43366, -0.27545, 7.51038], [-4.27107, 2.43936, 7.96919], [-3.51923, 0.86205, 8.52077], [-3.12123, 2.61333, 10.46237], [-4.54099, 2.81977, 11.50659], [-4.40022, 3.78210, 9.98522], [11.37799, 4.56539, 5.65828], [9.78360, 4.48769, 5.66896], [9.14877, 3.74416, 4.51146], [7.74560, 3.84963, 4.57546], [6.97718, 3.07719, 3.64921], [9.53322, 3.78834, 6.99056], [10.17370, 4.03385, 7.72229], [8.54461, 3.87002, 7.22313], [9.68452, 2.77537, 6.70507], [11.80066, 5.31222, 6.33896], [11.82209, 4.92302, 4.71586], [11.89938, 3.60022, 5.82205], [9.47538, 5.53806, 5.70808], [9.44758, 2.69281, 4.47612], [9.61011, 4.11213, 3.60038], [6.91383, 2.00143, 3.76399], [7.34374, 3.32349, 2.65457], [5.96013, 3.49993, 3.83986], [-4.92426, 6.79013, -5.11234], [-5.18521, 5.33487, -5.50741], [-4.69159, 4.89857, -6.93422], [-4.96460, 3.58593, -7.14770], [-4.85329, 3.20224, -8.48963], [-4.52112, 4.41414, -4.48676], [-4.55236, 3.40619, -4.67928], [-3.51964, 4.65019, -4.16852], [-5.01175, 4.45915, -3.58452], [-5.22946, 7.02883, -4.09978], [-5.48220, 7.35815, -5.82962], [-3.84398, 6.93757, -5.22247], [-6.21515, 5.00023, -5.41497], [-3.60990, 5.13181, -7.03387], [-5.14791, 5.60663, -7.61499], [-4.59913, 2.12658, -8.40286], [-3.99083, 3.70986, -8.97586], [-5.79197, 3.41869, -9.07073], [-0.86936, -5.42959, 0.14082], [-1.83617, -4.92753, 1.01578], [0.06335, -6.26632, 0.74281], [-1.31765, -6.07135, -1.01960], [-0.10663, -4.23007, -0.31979], [-3.91404, -0.24010, 4.88331], [-2.89968, -0.44942, 4.02833], [-4.38828, 1.10275, 4.73549], [-4.96687, -1.12064, 4.63846], [-3.42090, -0.32438, 6.22357], [3.11411, 3.63652, 0.42419], [4.03514, 2.61949, 0.21348], [2.36988, 3.73942, -0.83622], [2.21638, 3.20725, 1.41453], [3.63810, 4.91724, 0.65647], [-2.75216, 3.70815, -1.96174], [-4.08516, 3.19895, -2.13499], [-1.76666, 2.91341, -1.34458], [-2.27686, 3.94503, -3.30139], [-2.87528, 4.94219, -1.38770], [2.88845, -3.46768, -4.77008]],
  "forces_ev_per_angstrom": [[-0.842, 1.261, -1.677], [0.666, -0.786, -1.289], [-1.132, 1.394, 2.082], [-0.090, 1.637, 1.030], [1.302, 0.521, 0.853], [0.761, -0.627, -1.761], [-0.946, 0.075, 0.227], [0.028, -0.832, -1.831], [0.036, -0.949, -0.117], [0.072, 0.021, 0.073], [0.595, -0.527, 0.430], [0.560, -1.046, 0.472], [-0.651, -0.456, 0.494], [0.191, 0.531, 1.316], [1.090, -0.402, -0.348], [0.627, -0.164, -0.906], [-0.321, -0.798, -1.186], [-0.455, -0.151, 0.431], [-0.748, 0.148, 0.159], [-0.152, 0.260, 1.197], [-0.068, -0.019, 0.695], [0.440, 0.547, 0.269], [-0.123, 0.424, -1.659], [0.082, -0.056, 0.129], [-0.427, -0.178, 0.803], [-1.730, -0.205, 0.010], [0.234, 0.531, 0.326], [-1.268, 0.359, 0.641], [1.635, 0.172, -1.032], [0.221, -1.447, 2.118], [0.011, 1.169, -0.116], [0.028, 0.311, -0.517], [-0.895, 0.140, 1.649], [0.240, -0.394, 0.062], [-0.199, -0.478, -0.209], [-0.439, -0.534, 1.750], [-0.027, 0.643, 0.140], [0.243, -0.797, -0.304], [1.212, 0.390, -0.367], [0.097, -0.889, -1.465], [0.220, 0.727, 0.580], [0.233, -0.338, -0.394], [-0.456, -0.462, 0.169], [0.085, 0.464, -0.753], [0.780, 0.387, -0.320], [-1.204, 0.549, -0.289], [0.513, -0.467, -0.170], [-0.037, -0.121, -0.839], [0.300, 0.323, -0.544], [-0.113, 0.044, -0.215], [-1.392, 0.218, 0.610], [-0.613, 0.535, -0.246], [0.946, 0.140, -0.628], [-1.161, -0.163, -0.219], [0.246, 1.573, -0.325], [0.050, -0.665, 0.151], [-0.857, 1.000, 0.944], [0.460, 0.639, -0.646], [1.345, -1.206, -0.845], [-1.571, 1.463, 0.149], [0.590, -3.347, 1.465], [0.384, -0.170, 0.202], [1.194, 0.425, -0.265], [-0.021, -0.721, -0.073], [0.400, -0.712, -0.140], [-0.309, -1.106, 1.008], [0.295, 0.367, 0.614], [0.447, 0.088, -1.027], [-0.025, -0.010, -0.258], [-0.667, -0.672, 0.841], [-1.212, -0.138, 0.277], [0.270, 0.649, 0.003], [0.199, -0.002, -0.207], [0.165, 1.065, -1.047], [0.697, 0.845, -0.121], [-1.230, 1.115, 1.190], [1.026, -0.711, -1.110], [1.129, -1.059, 0.563], [-0.077, -1.815, -0.769], [-1.116, -1.310, 0.516], [-0.005, 0.608, 0.614], [0.048, 0.105, -0.622], [0.147, -0.205, -1.528], [-0.082, 1.686, -0.067], [-1.690, -0.352, 1.194], [1.745, -0.871, -2.253], [0.942, -0.177, 0.564], [0.181, -0.314, -0.120], [-0.693, 0.280, -0.266], [-0.719, 0.673, -0.070], [-0.153, 0.785, -0.347], [0.051, 0.660, -0.365], [0.025, 0.247, 0.289], [-0.502, -0.009, 0.024], [-0.002, 1.254, 1.335], [0.658, -0.306, -0.642], [0.216, -1.286, -0.093], [-0.446, 0.463, 0.710], [0.200, 0.282, 0.801], [0.053, 0.287, 0.613], [-0.393, -0.452, 1.009], [-0.537, -0.735, -0.694], [-1.143, 0.462, -0.551], [0.617, -0.841, -1.951], [-0.475, 1.880, 0.275], [0.186, -0.655, 0.276], [-0.259, -0.476, 0.083], [-1.458, 0.163, -0.068], [0.155, 0.270, -3.291], [0.977, 0.162, 1.546], [0.880, 0.424, -1.278], [0.543, 0.101, 0.010], [-0.016, 0.491, -0.643], [0.889, 0.361, 0.502], [0.073, -0.648, 0.298], [-0.534, 0.802, -0.015], [0.069, 0.378, 0.946], [0.931, 0.139, 0.672], [0.138, -0.459, 0.127], [0.653, -0.053, 0.050], [-0.174, -0.031, 0.524], [-0.389, -0.456, 0.902], [-0.049, 0.017, 0.354], [-0.072, -0.479, 0.792], [-0.545, -0.117, 0.096], [1.224, 0.307, 0.227], [-0.500, -0.787, -1.698], [0.382, -0.696, 1.340], [-0.494, 2.158, 2.034], [-0.241, -0.144, -1.833], [-0.558, -0.446, 0.183], [0.471, -0.217, 0.677], [1.461, -0.188, 2.132], [-0.100, 2.244, -0.742], [1.307, -0.104, 1.314], [-1.221, -1.179, -1.908], [0.087, -0.264, -0.177], [-0.628, -0.530, 0.514], [-0.525, 1.223, -0.412], [-0.597, 0.794, 0.392], [0.854, -0.781, -0.318], [-0.270, -0.453, -1.345], [0.590, -0.459, 0.182], [0.412, -0.347, -0.347], [-0.812, -0.068, -1.317], [-0.399, -0.049, 0.137], [-0.179, -0.903, -0.045], [-0.362, 0.008, -0.027], [-0.094, 0.682, 0.207], [0.031, 0.313, 0.932], [-1.446, 1.349, 0.280], [-0.125, -0.775, -0.255], [-0.063, 0.058, 0.352], [0.249, 0.951, 1.548], [1.956, 0.397, -0.368], [-0.302, -0.265, -0.842], [-0.488, -0.185, -0.597], [-0.836, 0.378, 0.501], [0.029, 0.442, -0.813], [-0.037, -0.801, -1.064], [-1.206, 1.556, -1.188], [0.235, -0.126, 0.359], [-0.435, -0.515, 0.440], [1.139, 0.385, -0.759], [-0.514, -0.520, 0.496], [1.184, 0.132, -0.711], [0.432, -0.449, -0.708], [-0.073, -0.092, 0.190], [-0.201, 0.176, 0.210], [0.462, -0.561, 0.278], [-0.126, -1.069, 0.923], [-1.116, 0.577, 0.194], [0.886, -0.263, 0.082], [0.045, 0.194, 0.712], [0.401, -1.057, 0.710], [0.161, -0.169, -1.127], [3.045, 0.984, 0.130], [-0.070, -0.603, 0.003], [0.703, -0.200, 0.871], [-0.991, 1.627, -0.021], [-1.257, -2.015, -2.305], [0.242, 0.371, 0.595], [-0.029, 0.066, 0.537], [-0.125, 1.199, 1.007], [-0.580, -0.256, 0.432], [-0.721, -0.207, -0.080], [-0.590, 0.301, 0.137], [-0.540, -0.424, 0.225], [0.139, -0.364, 0.474], [-0.259, 0.625, -0.394], [0.564, -0.263, 0.536], [-0.337, -0.116, -0.279], [0.699, -0.538, -0.696], [0.455, -1.486, -0.605], [0.628, -1.657, -0.012], [0.700, 2.495, 1.677], [-0.541, -0.417, 0.743], [0.381, -0.761, -0.911], [0.648, 0.568, 1.161], [0.173, 0.349, -0.591], [-1.069, -0.569, -0.847], [-0.012, 0.158, -0.190], [-0.138, -0.040, 0.072], [-0.085, 0.793, -0.194], [-0.213, 0.433, 0.009], [-0.348, 0.498, -0.255], [-0.121, -0.262, 0.199], [-0.593, -0.039, -0.521], [-0.506, 0.529, -0.710], [-0.493, -0.218, 0.198], [0.859, -0.363, 0.543], [1.253, 2.121, -0.921], [0.164, -0.829, -0.532], [-0.077, -0.582, 0.638], [-0.690, -0.089, 0.397], [-0.381, -0.674, 0.186], [-0.781, 0.942, 2.694], [1.528, -0.368, -1.717], [-0.205, -0.040, -0.331], [-0.219, -0.064, -0.001], [-0.468, -0.281, -0.603], [-0.977, -0.949, -1.361], [0.614, 0.429, 0.314], [0.222, 0.116, 0.426], [-0.088, 0.532, 0.260], [0.222, -0.271, 0.386], [0.488, -0.092, -1.034], [0.739, -0.589, 0.605], [-1.245, 0.085, 0.172], [0.239, -0.165, -0.305], [-0.011, 0.713, 0.954], [0.192, -0.282, -0.256]]
}